122
Properties=species:S:1:pos:R:3 method="wB97M-V/def2-TZVPD" smiles="O=C1c2ccc(O)cc2C(=O)N1C(F)(F)F.COC[C@@H](C)N.COC[C@@H](C)N.COC[C@@H](C)N.COC[C@@H](C)N.COC[C@@H](C)N.COC[C@@H](C)N" e_above_lowest_kcal_mol=0.0
O 2.093 1.126 1.714
C 1.547 0.063 1.562
C 0.110 -0.032 1.104
C -0.729 0.932 0.639
C -2.011 0.532 0.315
C -2.378 -0.791 0.486
O -3.683 -1.121 0.172
C -1.512 -1.753 0.933
C -0.235 -1.369 1.247
C 0.931 -2.175 1.741
O 0.934 -3.344 2.007
N 2.044 -1.252 1.802
C 3.199 -1.639 1.075
F 2.859 -2.017 -0.184
F 3.849 -2.651 1.635
F 4.077 -0.652 0.944
H -0.372 1.955 0.556
H -2.695 1.280 -0.070
H -4.254 -0.866 0.903
H -1.828 -2.788 1.050
C -0.862 5.936 0.372
O 0.009 4.870 0.712
C 1.247 5.272 1.283
C 1.188 5.584 2.784
C 0.553 6.933 3.103
N 0.481 4.537 3.530
H -0.314 6.815 0.028
H -1.505 6.196 1.217
H -1.506 5.593 -0.434
H 1.920 4.420 1.144
H 1.677 6.105 0.718
H 2.220 5.618 3.145
H -0.533 6.913 3.010
H 0.780 7.222 4.130
H 0.940 7.714 2.444
H 0.966 3.653 3.396
H -0.417 4.393 3.074
C 5.479 -4.148 -4.281
O 4.706 -3.291 -3.462
C 3.347 -3.169 -3.839
C 2.440 -4.309 -3.347
C 2.592 -5.600 -4.145
N 2.656 -4.601 -1.927
H 5.163 -4.108 -5.327
H 5.437 -5.177 -3.916
H 6.517 -3.820 -4.219
H 3.001 -2.241 -3.377
H 3.261 -3.031 -4.925
H 1.406 -3.972 -3.470
H 3.502 -6.142 -3.888
H 1.755 -6.269 -3.942
H 2.604 -5.401 -5.219
H 2.458 -3.763 -1.389
H 3.654 -4.742 -1.795
C -2.978 -5.709 2.372
O -1.916 -5.499 1.459
C -0.960 -6.543 1.405
C -1.364 -7.735 0.525
C -2.397 -8.653 1.171
N -1.869 -7.301 -0.782
H -2.651 -6.251 3.264
H -3.801 -6.239 1.887
H -3.356 -4.733 2.680
H -0.063 -6.093 0.971
H -0.688 -6.867 2.418
H -0.462 -8.331 0.357
H -3.401 -8.228 1.149
H -2.442 -9.604 0.639
H -2.139 -8.866 2.211
H -1.141 -6.773 -1.256
H -2.597 -6.611 -0.612
C 6.753 8.824 -1.194
O 5.597 8.267 -1.794
C 5.405 6.885 -1.552
C 4.752 6.556 -0.201
C 5.703 6.676 0.985
N 3.573 7.391 0.052
H 7.583 8.113 -1.170
H 6.534 9.179 -0.185
H 7.053 9.686 -1.790
H 4.731 6.544 -2.344
H 6.347 6.337 -1.685
H 4.423 5.512 -0.248
H 5.887 7.713 1.266
H 5.280 6.180 1.859
H 6.664 6.205 0.768
H 2.896 7.234 -0.692
H 3.852 8.361 -0.080
C -5.799 -5.234 5.170
O -6.181 -5.217 3.807
C -6.761 -6.422 3.339
C -8.254 -6.585 3.665
C -8.525 -6.966 5.117
N -9.018 -5.376 3.343
H -5.442 -6.219 5.482
H -6.624 -4.914 5.809
H -4.988 -4.515 5.297
H -6.657 -6.390 2.251
H -6.179 -7.287 3.685
H -8.632 -7.400 3.041
H -8.415 -6.120 5.796
H -9.547 -7.330 5.226
H -7.853 -7.760 5.448
H -8.918 -5.178 2.351
H -8.552 -4.592 3.794
C -1.001 3.818 -5.474
O -0.101 3.731 -4.384
C 0.942 4.687 -4.391
C 0.550 6.067 -3.840
C -0.282 6.901 -4.809
N -0.172 5.959 -2.567
H -0.498 4.129 -6.394
H -1.823 4.501 -5.246
H -1.430 2.828 -5.631
H 1.718 4.274 -3.742
H 1.382 4.768 -5.394
H 1.479 6.616 -3.655
H -1.318 6.567 -4.859
H -0.299 7.944 -4.490
H 0.137 6.868 -5.817
H 0.424 5.488 -1.890
H -0.937 5.303 -2.710

***

85
Properties=species:S:1:pos:R:3 method="wB97M-V/def2-TZVPD" charge=+1 e_above_lowest_kcal_mol=0.0
Pt 0.024 -0.129 -0.457
C -2.309 -4.070 4.956
C -1.850 -3.009 3.991
C -1.687 -1.681 4.394
C -1.256 -0.698 3.530
C -1.154 0.718 4.022
O -1.610 1.652 3.392
C -0.509 0.952 5.348
C -0.832 2.115 6.045
C -0.243 2.380 7.269
C 0.686 1.492 7.798
C 1.027 0.342 7.101
C 0.427 0.068 5.882
C -0.949 -1.011 2.176
O -0.387 -0.070 1.485
C -1.158 -2.344 1.730
C -1.579 -3.305 2.677
C -1.027 -2.774 0.348
N -0.676 -2.007 -0.649
C -0.853 -2.495 -2.044
C -1.527 -1.531 -3.013
Te -3.681 -1.508 -3.075
C -4.149 -0.871 -1.124
C -5.001 -1.649 -0.346
C -5.360 -1.231 0.930
C -4.853 -0.046 1.439
C -4.014 0.739 0.659
C -3.681 0.337 -0.624
C -1.386 -4.196 0.043
C -0.370 -5.106 -0.225
C -0.680 -6.424 -0.525
C -2.006 -6.831 -0.572
C -3.020 -5.922 -0.302
C -2.713 -4.608 0.015
H -2.364 -3.678 5.971
H -1.625 -4.920 4.965
H -3.298 -4.447 4.693
H -1.908 -1.411 5.422
H -1.551 2.798 5.612
H -0.505 3.278 7.813
H 1.145 1.700 8.756
H 1.760 -0.341 7.508
H 0.702 -0.823 5.333
H -1.694 -4.331 2.355
H -1.426 -3.416 -2.034
H 0.136 -2.741 -2.431
H -1.299 -1.877 -4.023
H -1.150 -0.514 -2.934
H -5.386 -2.584 -0.735
H -6.028 -1.839 1.527
H -5.109 0.273 2.441
H -3.603 1.649 1.070
H -3.055 0.969 -1.245
H 0.665 -4.786 -0.187
H 0.113 -7.133 -0.724
H -2.249 -7.857 -0.814
H -4.054 -6.239 -0.333
H -3.496 -3.897 0.242
N 0.343 1.889 -0.414
C -0.207 2.876 -0.143
N -0.808 3.983 0.145
C -1.962 4.459 -0.640
C -3.208 4.375 0.229
O -3.017 5.072 1.443
C -1.976 4.502 2.216
C -0.651 4.599 1.479
H -2.058 3.851 -1.538
H -1.764 5.493 -0.925
H -3.457 3.325 0.429
H -4.049 4.843 -0.280
H -2.197 3.454 2.449
H -1.925 5.064 3.147
H 0.142 4.084 2.017
H -0.369 5.643 1.330
C 3.581 -0.583 -3.779
C 2.869 0.602 -3.703
C 1.806 0.690 -2.825
N 1.429 -0.332 -2.045
C 2.130 -1.472 -2.111
C 3.205 -1.636 -2.961
H 4.419 -0.682 -4.456
H 3.128 1.456 -4.312
H 1.232 1.598 -2.729
H 1.828 -2.259 -1.435
H 3.740 -2.575 -2.968

***

16
Properties=species:S:1:pos:R:3 method="wB97M-V/def2-TZVPD" e_above_lowest_kcal_mol=64.1
C 1.341 -0.216 -1.783
N 0.710 -0.265 -0.453
C 1.416 0.179 0.563
C -0.563 -0.738 -0.436
C -1.585 -0.441 0.536
O -2.642 -1.067 0.527
C -1.434 0.739 1.490
H 2.425 -0.156 -1.676
H 0.956 0.651 -2.324
H 1.081 -1.125 -2.327
H 1.040 0.049 1.567
H 2.363 0.664 0.372
H -0.844 -1.360 -1.277
H -2.428 1.178 1.606
H -1.102 0.408 2.482
H -0.733 1.502 1.132

***

Molecular formula: C22H22Br6N4O4
Method: DFT, ωB97M-V with the def2-TZVPD basis set

XYZ file:
```
58
C22H22Br6N4O4 ωB97M-V with the def2-TZVPD basis set
N 0.642 -1.891 -1.654
C 1.264 -2.534 -2.687
C 0.540 -2.250 -3.816
C -0.447 -1.305 -3.484
C -0.431 -1.182 -2.106
H 0.986 -1.916 -0.716
H 2.053 -3.245 -2.509
H 0.649 -2.611 -4.823
H -1.145 -0.964 -4.232
H -0.993 -0.577 -1.413
N -2.903 2.009 -2.264
C -3.152 3.043 -1.390
C -4.056 2.588 -0.452
C -4.308 1.227 -0.723
C -3.504 0.882 -1.792
H -2.064 2.013 -2.819
H -2.772 4.034 -1.573
H -4.431 3.080 0.431
H -4.920 0.635 -0.062
H -3.417 -0.042 -2.342
C -1.074 -5.401 -4.155
Br 0.466 -5.341 -5.421
Br -1.803 -7.235 -4.288
Br -2.427 -4.142 -4.616
H -0.623 -5.344 -3.175
C -2.020 -3.612 1.898
Br -2.963 -4.624 0.519
Br -0.622 -2.486 1.160
Br -1.231 -4.903 3.147
H -2.718 -2.999 2.450
C 0.412 2.379 1.659
C -0.354 1.296 1.236
C -1.619 1.051 1.736
C -2.187 1.930 2.634
C -1.376 2.939 3.163
C -0.148 3.224 2.613
N -3.548 1.658 3.137
O -4.072 2.556 3.763
O -4.044 0.573 2.944
H 1.384 2.546 1.217
H 0.064 0.677 0.452
H -2.122 0.209 1.277
H -1.721 3.544 3.991
H 0.356 4.094 3.016
C 6.006 2.363 0.631
C 4.790 2.120 -0.023
C 3.882 1.287 0.603
C 4.143 0.665 1.804
C 5.359 0.885 2.453
C 6.242 1.777 1.858
N 3.201 -0.315 2.373
O 2.567 -1.009 1.600
O 3.194 -0.411 3.586
H 6.695 3.140 0.326
H 4.609 2.540 -1.000
H 2.984 1.034 0.047
H 5.555 0.431 3.412
H 7.171 1.909 2.400
```

Atomic partial charges in e from the Löwdin method, atoms 1 to 5: -0.03 -0.12 -0.18 -0.13 -0.16

***

Number 1: orbital gap 8.428 eV. Number 2: orbital gap 7.617 eV. Number 3: orbital gap 7.779 eV. Number 4: orbital gap 7.598 eV.